192
Properties=species:S:1:pos:R:3:mulliken_charge:R:1 method="wB97M-V/def2-TZVPD" largest_force_ev_per_a=2.6 energy_ha=-3542.1634 total_charge=0 smiles=COCCNCCOC.COCCNCCOC.COCCNCCOC.COCCNCCOC.COCCNCCOC.COCCNCCOC.COCCNCCOC.COCCNCCOC e_above_lowest_kcal_mol=128.2 orbital_gap_ev=8.80 homo_energy_ev=-8.295
C -3.38668 -14.65153 24.95355 -0.730
O -2.21510 -14.01315 24.51838 -0.371
C -1.46563 -13.36185 25.50624 -0.559
C -0.53108 -12.32277 24.85206 -0.391
N 0.79504 -12.28711 25.41448 -0.125
C 1.68512 -11.24760 25.02550 -0.540
C 3.09170 -11.50633 25.55595 -0.540
O 3.91446 -10.35571 25.36820 -0.354
C 5.26634 -10.68896 25.59791 -0.739
H -3.21725 -15.15366 25.91731 0.358
H -3.76473 -15.33979 24.20721 0.227
H -4.08825 -13.86252 25.26124 0.299
H -0.87722 -14.13555 26.02953 0.297
H -2.12607 -12.93986 26.27374 0.353
H -1.09386 -11.41959 25.10481 0.178
H -0.56269 -12.62610 23.80436 0.283
H 0.99901 -12.97086 26.11680 0.252
H 1.37003 -10.22858 25.27806 0.303
H 1.85674 -11.23976 23.94094 0.208
H 3.46367 -12.37643 25.00737 0.343
H 3.12739 -11.69747 26.63371 0.383
H 5.35790 -11.47369 26.35561 0.319
H 5.82426 -9.81184 25.91901 0.261
H 5.79558 -11.09666 24.72966 0.280
C -15.79874 -19.04226 12.64051 -0.700
O -14.44544 -19.23182 12.27134 -0.382
C -13.50268 -19.00091 13.31310 -0.415
C -13.54128 -20.18818 14.27083 -0.506
N -12.44166 -20.18558 15.21874 -0.253
C -12.31576 -19.27762 16.32504 -0.382
C -11.12684 -19.62559 17.22113 -0.299
O -11.21898 -20.98347 17.66258 -0.395
C -10.54326 -21.10074 18.89908 -0.711
H -15.98734 -17.97352 12.78607 0.287
H -16.11381 -19.65251 13.48564 0.307
H -16.42248 -19.29283 11.78220 0.257
H -13.63530 -17.98590 13.70001 0.314
H -12.52532 -18.97554 12.82537 0.304
H -13.66349 -21.14324 13.76809 0.371
H -14.46671 -20.10987 14.86473 0.209
H -12.12473 -21.08114 15.55972 0.258
H -13.22944 -19.20445 16.93865 0.020
H -12.11086 -18.24118 16.02754 0.294
H -11.09588 -18.81716 17.95532 0.272
H -10.19934 -19.63667 16.64025 0.296
H -9.54002 -20.65617 18.93210 0.238
H -10.34130 -22.12068 19.22793 0.337
H -11.05634 -20.61346 19.73179 0.291
C -13.28236 -18.87006 26.03273 -0.520
O -14.67294 -19.07502 26.12490 -0.451
C -14.94433 -20.32634 26.76274 0.563
C -16.47540 -20.41625 26.93104 -0.458
N -16.86446 -19.41572 27.91470 -0.380
C -18.20770 -18.86260 27.79654 -0.847
C -18.30696 -17.70564 26.81149 -0.444
O -17.38233 -16.65726 27.01234 -0.288
C -17.72144 -15.79462 28.08279 -0.836
H -13.04239 -18.10321 25.29177 0.041
H -12.70854 -19.73494 25.68778 0.282
H -12.84517 -18.53709 26.98036 0.482
H -14.49435 -20.34404 27.76140 0.448
H -14.52523 -21.13189 26.15565 -0.989
H -16.75564 -21.42978 27.21850 0.377
H -16.90325 -20.12707 25.96316 0.271
H -16.17566 -18.67389 27.87074 0.254
H -18.48512 -18.57220 28.81640 0.342
H -18.92135 -19.65836 27.57372 0.421
H -19.33048 -17.31732 26.75118 0.441
H -18.18646 -18.11823 25.80565 0.292
H -18.54021 -16.08193 28.74368 0.371
H -17.95341 -14.79021 27.71723 0.325
H -16.85909 -15.66384 28.73833 0.280
C -6.35692 -14.18343 22.09739 -0.628
O -7.66800 -14.44432 21.62718 -0.423
C -8.14629 -15.72968 21.90192 0.724
C -9.61100 -15.85413 21.51523 -1.112
N -10.34889 -16.87639 22.21672 0.024
C -9.94596 -18.25651 22.07056 -0.255
C -11.06620 -19.17696 22.51226 -0.083
O -10.70862 -20.51559 22.19146 -0.455
C -11.73435 -21.40820 22.52686 -0.544
H -6.20144 -13.11047 22.00228 0.290
H -5.65908 -14.72822 21.45716 0.286
H -6.28979 -14.44603 23.15746 0.245
H -8.10337 -15.92020 22.98294 0.027
H -7.65620 -16.56760 21.38757 -0.176
H -9.79546 -15.98042 20.44291 0.234
H -10.10747 -14.89989 21.72124 0.410
H -10.64916 -16.57563 23.13404 0.023
H -9.08328 -18.44836 22.71984 0.205
H -9.83028 -18.51353 21.01541 0.170
H -11.97763 -18.82816 22.00830 0.237
H -11.33267 -19.06378 23.57017 0.031
H -12.59692 -21.18086 21.88145 0.263
H -12.11140 -21.42893 23.55478 0.164
H -11.46382 -22.44154 22.30009 0.296
C -6.42358 -19.02871 19.82054 -0.609
O -5.33394 -19.46964 19.03816 -0.377
C -5.69187 -20.54494 18.21080 -0.280
C -4.45976 -21.39249 17.86993 -0.810
N -4.75556 -22.23143 16.72164 -0.233
C -3.58649 -22.79320 16.08837 -0.574
C -3.95530 -23.68959 14.89452 -0.582
O -3.87336 -25.03455 15.31410 -0.329
C -4.16040 -26.01241 14.31864 -0.702
H -6.22537 -18.45014 20.72217 0.253
H -7.10818 -19.83343 20.10292 0.268
H -7.04569 -18.34993 19.21959 0.333
H -5.99078 -20.15666 17.22805 0.272
H -6.48589 -21.23446 18.51525 0.181
H -4.20689 -22.15427 18.62770 0.317
H -3.59145 -20.74808 17.73890 0.411
H -5.42900 -22.94907 16.94554 0.240
H -2.93294 -23.30784 16.80975 0.336
H -2.86353 -22.08836 15.66498 0.326
H -3.15441 -23.50933 14.16173 0.371
H -4.86609 -23.40458 14.36029 0.354
H -3.81201 -25.67938 13.33547 0.321
H -5.23631 -26.15555 14.45199 0.261
H -3.58668 -26.92234 14.49689 0.226
C -13.48417 -23.24310 25.75853 -1.128
O -13.99177 -22.95170 24.47860 0.168
C -14.88118 -23.91555 23.94960 -0.728
C -15.44609 -23.39698 22.61458 -0.597
N -15.98191 -22.05922 22.60649 -0.157
C -15.96407 -21.44591 21.29047 -0.147
C -16.42714 -19.99236 21.39498 -0.589
O -16.61255 -19.34595 20.15068 -0.421
C -15.50792 -19.41641 19.29042 -0.770
H -13.16920 -22.31824 26.24038 0.296
H -12.60350 -23.88802 25.66774 0.272
H -14.21477 -23.74359 26.40109 0.474
H -15.68255 -24.01722 24.69154 0.437
H -14.37377 -24.86957 23.77488 0.232
H -16.35313 -23.99181 22.45369 0.346
H -14.68448 -23.54649 21.84057 0.359
H -15.72180 -21.39327 23.31388 0.063
H -16.44338 -22.11429 20.56915 0.381
H -14.92007 -21.43501 20.93042 -0.027
H -15.72255 -19.42903 22.02081 0.335
H -17.33724 -19.98107 21.99818 0.376
H -15.85091 -19.03065 18.32362 0.287
H -15.26708 -20.44888 19.02051 0.360
H -14.62546 -18.81491 19.52605 0.294
C -17.53379 -27.90029 20.61390 -0.557
O -16.73241 -28.96436 21.12108 -0.334
C -15.57942 -29.16437 20.31954 -0.572
C -14.50390 -29.86523 21.19067 -0.694
N -13.92352 -28.89335 22.09388 -0.211
C -12.46833 -28.76062 22.11040 -0.809
C -11.85842 -28.21962 20.80069 -0.369
O -12.14534 -26.86562 20.61347 -0.389
C -11.56486 -25.89862 21.44646 -0.245
H -18.37311 -27.77114 21.29338 0.267
H -17.84232 -28.01214 19.57416 0.293
H -16.92297 -26.99576 20.72300 0.145
H -15.08307 -28.23208 20.04590 0.403
H -15.81675 -29.84789 19.50192 0.370
H -13.75985 -30.32633 20.52545 0.319
H -14.84526 -30.76461 21.71515 0.399
H -14.32492 -27.97206 22.00699 0.185
H -12.05294 -29.70485 22.47136 0.397
H -12.28173 -28.08324 22.94833 0.337
H -12.13219 -28.78942 19.91521 0.341
H -10.76676 -28.34182 20.88501 0.345
H -12.26811 -25.14363 21.80729 -0.250
H -10.88772 -25.30286 20.82145 0.249
H -11.02781 -26.42583 22.23825 0.375
C -14.11014 -16.12905 27.87124 -0.782
O -12.97545 -15.26875 27.82581 -0.381
C -12.73316 -14.53186 26.65810 -0.760
C -12.17707 -15.42169 25.53244 0.527
N -10.74706 -15.43479 25.29749 0.063
C -9.88396 -16.12462 26.25246 -0.607
C -9.63202 -15.37045 27.56683 -0.368
O -8.52050 -15.91598 28.20254 -0.321
C -8.21991 -15.74642 29.55948 -0.748
H -14.13966 -16.87655 27.08097 0.469
H -14.93438 -15.42357 27.98644 0.275
H -14.04882 -16.61156 28.84685 0.302
H -12.15799 -13.63225 26.87425 0.349
H -13.68475 -14.15430 26.24764 0.371
H -12.68990 -15.15564 24.60087 0.499
H -12.51132 -16.45649 25.64386 -0.976
H -10.36011 -14.55100 25.00230 0.268
H -8.95414 -16.15660 25.67511 0.215
H -10.18916 -17.16235 26.38446 0.240
H -10.56967 -15.35316 28.13489 0.279
H -9.49157 -14.31335 27.30149 0.207
H -8.16685 -14.67326 29.80118 0.297
H -7.20402 -16.07953 29.75674 0.261
H -9.01744 -16.19100 30.15973 0.298